No. 1
{"formula": "C38H26Cl2F4NO3SSbZn", "method": "ωB97M-V/def2-TZVPD", "elements": ["Zn", "Cl", "C", "C", "C", "C", "C", "Cl", "C", "S", "H", "H", "H", "C", "C", "C", "C", "C", "C", "C", "F", "C", "C", "C", "O", "C", "C", "N", "C", "C", "O", "O", "H", "H", "H", "H", "H", "H", "H", "H", "H", "H", "H", "F", "C", "C", "C", "C", "C", "C", "Sb", "C", "C", "C", "C", "F", "C", "C", "C", "C", "C", "C", "F", "C", "C", "H", "H", "H", "H", "H", "H", "H", "H", "H", "H", "H", "H"], "xyz": [[0.225, 1.779, 0.239], [1.040, 4.083, -0.693], [-0.489, 4.936, -0.593], [-0.549, 6.252, -1.005], [-1.754, 6.926, -0.811], [-2.873, 6.229, -0.383], [-2.855, 4.841, -0.394], [-4.260, 3.816, -0.940], [-1.610, 4.259, -0.104], [-1.593, 2.842, 0.940], [0.311, 6.736, -1.445], [-1.837, 7.987, -0.991], [-3.835, 6.733, -0.361], [4.991, -3.479, -1.778], [5.601, -2.401, -0.903], [6.849, -1.789, -1.521], [7.530, -0.903, -0.490], [6.550, 0.088, 0.085], [6.991, 1.251, 0.671], [6.082, 2.173, 1.184], [6.570, 3.287, 1.753], [4.735, 1.985, 1.106], [4.260, 0.814, 0.498], [2.823, 0.628, 0.351], [2.047, 1.455, 0.915], [2.406, -0.484, -0.412], [3.346, -1.405, -0.804], [4.657, -1.298, -0.588], [5.160, -0.139, 0.004], [0.980, -0.778, -0.833], [0.698, -1.930, -1.113], [0.174, 0.230, -0.924], [5.763, -4.220, -1.980], [4.651, -3.076, -2.733], [4.162, -3.995, -1.296], [5.881, -2.845, 0.059], [6.563, -1.207, -2.401], [7.519, -2.585, -1.847], [8.376, -0.368, -0.922], [7.924, -1.528, 0.316], [8.050, 1.471, 0.725], [4.034, 2.716, 1.483], [2.989, -2.285, -1.316], [-7.875, -5.272, 0.278], [-6.804, -4.486, 0.041], [-5.542, -5.036, 0.128], [-4.450, -4.215, -0.111], [-4.603, -2.863, -0.418], [-5.898, -2.359, -0.519], [-7.008, -3.162, -0.284], [-2.836, -1.700, -0.884], [-1.919, -1.895, 1.044], [-1.889, -0.911, 2.028], [-1.227, -1.116, 3.233], [-0.590, -2.323, 3.436], [0.051, -2.534, 4.604], [-0.572, -3.316, 2.478], [-1.230, -3.085, 1.279], [-3.771, 0.227, -0.606], [-4.466, 0.485, 0.480], [-4.929, 1.796, 1.052], [-4.628, 2.891, 0.422], [-5.947, 5.014, -1.402], [-3.860, 2.403, -1.672], [-3.491, 1.166, -1.751], [-5.427, -6.084, 0.372], [-3.459, -4.652, -0.052], [-6.060, -1.322, -0.789], [-8.015, -2.773, -0.351], [-2.377, 0.043, 1.866], [-1.202, -0.357, 4.003], [-0.046, -4.241, 2.672], [-1.175, -3.843, 0.506], [-4.768, -0.392, 1.049], [-5.531, 1.798, 1.953], [-3.837, 4.476, -2.233], [-2.898, 0.836, -2.596]], "homo_lumo_gap_ev": [6.5, 6.5], "homo_energy_ev": [-7.4, -7.4]}



No. 2
{"formula": "C38H26InN2O2P", "method": "ωB97M-V/def2-TZVPD", "elements": ["In", "C", "C", "C", "C", "C", "C", "P", "C", "C", "C", "C", "C", "C", "C", "C", "C", "C", "C", "C", "C", "C", "C", "C", "H", "H", "H", "H", "H", "H", "H", "H", "H", "H", "H", "H", "H", "H", "H", "H", "C", "C", "C", "C", "C", "C", "C", "C", "N", "H", "H", "H", "H", "H", "H", "O", "C", "N", "C", "O", "C", "C", "C", "C", "C", "C", "H", "H", "H", "H"], "xyz": [[0.405, 0.043, -0.384], [-5.772, 2.191, -1.622], [-5.242, 3.206, -0.856], [-3.994, 3.069, -0.255], [-3.316, 1.862, -0.358], [-3.935, 0.814, -1.063], [-5.163, 0.941, -1.675], [-1.736, 1.525, 0.487], [-1.092, 3.107, 1.140], [-0.547, 3.164, 2.440], [-0.214, 4.382, 2.976], [-0.167, 5.532, 2.192], [-0.546, 5.450, 0.858], [-0.885, 4.207, 0.312], [-2.136, 0.484, 1.897], [-3.263, 0.816, 2.640], [-3.654, -0.043, 3.714], [-2.916, -1.138, 4.028], [-1.780, -1.493, 3.297], [-1.032, -2.619, 3.630], [0.040, -3.017, 2.829], [0.403, -2.259, 1.742], [-0.281, -1.088, 1.383], [-1.358, -0.667, 2.165], [-6.725, 2.314, -2.150], [-5.814, 4.151, -0.782], [-3.573, 3.871, 0.333], [-3.357, -0.131, -1.170], [-5.617, 0.098, -2.192], [-0.563, 2.281, 3.066], [0.070, 4.436, 4.015], [0.053, 6.521, 2.580], [-0.469, 6.354, 0.220], [-1.058, 4.092, -0.766], [-3.851, 1.696, 2.319], [-4.601, 0.190, 4.196], [-3.214, -1.735, 4.874], [-1.295, -3.206, 4.543], [0.654, -3.873, 3.120], [1.295, -2.515, 1.186], [-0.197, -0.605, -2.395], [0.261, -1.966, -2.543], [1.319, -2.340, -3.451], [1.707, -3.672, -3.602], [1.039, -4.656, -2.861], [0.103, -4.300, -1.874], [-0.300, -2.995, -1.728], [1.509, -5.984, -2.955], [1.910, -7.051, -3.142], [-1.307, -0.515, -2.322], [0.192, 0.132, -3.112], [1.788, -1.544, -4.046], [2.472, -3.962, -4.314], [-0.308, -5.128, -1.295], [-1.099, -2.747, -1.018], [2.810, -0.630, 1.366], [3.300, -0.332, 0.243], [2.545, 0.233, -0.743], [3.282, 0.400, -1.930], [2.874, 0.906, -2.983], [4.683, -0.051, -1.580], [5.862, -0.021, -2.298], [6.981, -0.523, -1.688], [6.969, -1.068, -0.420], [5.781, -1.106, 0.295], [4.656, -0.565, -0.285], [5.891, 0.409, -3.307], [7.907, -0.424, -2.255], [7.875, -1.452, 0.019], [5.738, -1.454, 1.314]], "homo_lumo_gap_ev": 7.7, "homo_energy_ev": -7.8}



No. 3
{"formula": "C38H27BrN2O4PdS5Te", "method": "ωB97M-V/def2-TZVPD", "elements": ["Pd", "C", "C", "C", "C", "C", "O", "C", "C", "C", "C", "C", "C", "C", "O", "C", "C", "C", "N", "C", "C", "Te", "C", "C", "C", "C", "C", "C", "C", "C", "C", "C", "C", "C", "H", "H", "H", "H", "H", "H", "H", "H", "H", "H", "H", "H", "H", "H", "H", "H", "H", "H", "H", "H", "H", "H", "H", "H", "S", "C", "S", "C", "C", "S", "S", "S", "Br", "C", "C", "N", "C", "C", "C", "C", "O", "O", "H", "H", "H"], "xyz": [[1.417, -1.249, -0.024], [-3.395, 4.774, 0.278], [-2.386, 3.726, -0.114], [-1.683, 3.795, -1.313], [-0.781, 2.823, -1.702], [-0.239, 2.886, -3.072], [-0.162, 1.931, -3.821], [0.198, 4.239, -3.598], [0.728, 5.219, -2.767], [1.168, 6.425, -3.297], [1.067, 6.665, -4.660], [0.541, 5.687, -5.496], [0.120, 4.478, -4.967], [-0.426, 1.709, -0.827], [0.493, 0.934, -1.117], [-1.225, 1.611, 0.394], [-2.150, 2.618, 0.687], [-1.133, 0.472, 1.316], [-0.226, -0.444, 1.342], [-0.388, -1.580, 2.268], [-1.161, -2.710, 1.599], [-0.261, -3.187, -0.279], [-1.756, -2.098, -1.369], [-1.393, -1.071, -2.234], [-2.367, -0.356, -2.923], [-3.710, -0.661, -2.752], [-4.080, -1.697, -1.902], [-3.105, -2.416, -1.223], [-2.259, 0.408, 2.321], [-2.082, 0.883, 3.617], [-3.124, 0.835, 4.531], [-4.356, 0.313, 4.157], [-4.539, -0.153, 2.863], [-3.497, -0.100, 1.947], [-3.387, 5.602, -0.434], [-3.188, 5.192, 1.267], [-4.415, 4.376, 0.305], [-1.882, 4.624, -1.989], [0.805, 5.025, -1.705], [1.593, 7.177, -2.643], [1.405, 7.608, -5.072], [0.468, 5.867, -6.562], [-0.267, 3.689, -5.600], [-2.722, 2.553, 1.605], [-0.894, -1.305, 3.196], [0.611, -1.940, 2.509], [-2.196, -2.436, 1.398], [-1.115, -3.616, 2.198], [-0.355, -0.781, -2.341], [-2.057, 0.458, -3.565], [-4.469, -0.088, -3.272], [-5.127, -1.946, -1.767], [-3.404, -3.228, -0.566], [-1.118, 1.287, 3.903], [-2.973, 1.205, 5.538], [-5.169, 0.272, 4.871], [-5.498, -0.555, 2.561], [-3.640, -0.441, 0.927], [8.544, -2.327, -0.429], [6.909, -2.007, -0.392], [6.209, -0.701, 0.481], [4.541, -0.951, 0.032], [4.325, -2.008, -0.776], [2.751, -2.337, -1.464], [5.726, -2.950, -1.201], [3.285, 0.131, 0.542], [7.468, -4.818, 2.594], [5.678, -5.444, 2.541], [5.422, -6.794, 2.727], [4.193, -7.302, 2.674], [3.191, -6.458, 2.422], [3.355, -5.091, 2.244], [4.638, -4.568, 2.307], [2.181, -4.160, 1.960], [1.111, -4.710, 1.580], [2.406, -2.949, 2.101], [6.237, -7.482, 2.917], [2.193, -6.875, 2.353], [4.783, -3.504, 2.161]], "homo_lumo_gap_ev": 5.4, "homo_energy_ev": -1.6, "total_charge": -2}



Electronic energy, respectively: -149151.5106, -61365.7269, -186010.2149 eV.
Largest force on an atom, respectively: 3.72, 3.13, 0.49 eV/Å.